Record 1
C29H22CdIN8O3S2 | wB97M-V/def2-TZVPD

The net charge is -1. As for the LUMO energy: 1.10 eV. Its maximum force is 4.69 eV/A. The energy above the lowest of the compared OMol25 structures with the same formula, charge and spin comes out at 139.9 kJ/mol. The spin multiplicity is 1.

Structure (XYZ):
```
66
C29H22CdIN8O3S2 (wB97M-V/def2-TZVPD)
Cd 0.10 -0.12 -1.63
O 0.41 0.19 -5.84
C -0.04 -0.03 -4.72
O 0.50 -0.74 -3.82
C -1.38 0.68 -4.43
C -2.16 1.03 -5.54
C -3.35 1.76 -5.27
C -3.86 1.84 -3.97
C -5.15 2.28 -3.55
C -5.67 2.13 -2.25
C -4.78 1.66 -1.25
C -3.49 1.31 -1.60
C -3.05 1.35 -2.89
N -1.85 0.81 -3.15
H -1.89 0.91 -6.52
H -4.06 1.93 -6.14
H -5.62 2.86 -4.28
H -6.58 2.63 -1.99
H -5.22 1.57 -0.28
H -2.87 0.90 -0.86
C -0.67 -0.28 7.71
C -1.66 -1.36 8.10
O -2.09 -1.49 9.19
S -2.38 -2.50 6.97
C -1.94 -2.13 5.27
C -2.68 -1.19 4.58
C -2.37 -0.78 3.27
C -1.43 -1.51 2.55
C -0.72 -2.54 3.22
C -0.91 -2.78 4.57
C -0.99 -1.14 1.25
C -0.85 -0.62 0.15
H -0.52 0.47 8.55
H -0.95 0.19 6.82
H 0.27 -0.86 7.52
H -3.47 -0.75 5.15
H -2.78 0.14 2.79
H 0.04 -3.00 2.69
H -0.31 -3.49 5.13
I 6.46 -1.58 -2.78
C 4.55 -1.24 -2.00
C 4.45 -0.87 -0.67
N 3.11 -0.67 -0.43
N 2.37 -1.01 -1.51
C 3.27 -1.34 -2.45
H 5.23 -0.71 0.05
H 2.67 -0.33 0.47
H 2.94 -1.73 -3.41
C 3.46 0.96 -4.72
N 3.08 1.44 -3.39
C 1.92 2.08 -3.18
N 1.36 2.62 -4.27
S 1.33 2.50 -1.62
H 4.49 0.49 -4.53
H 3.62 1.71 -5.42
H 2.76 0.23 -5.16
H 3.45 0.93 -2.59
H 1.41 2.14 -5.15
H 0.58 3.23 -4.13
N 2.62 -0.33 2.33
C 2.88 -0.69 3.38
C 3.34 -1.14 4.61
C 2.90 -2.41 5.02
N 2.47 -3.46 5.21
C 4.47 -0.46 5.17
N 5.23 0.28 5.61
```

---

Record 2
C5H4HgO4 | wB97M-V/def2-TZVPD

The net charge is +1. As for the LUMO energy (alpha / beta): -8.19 / -8.24 eV. Its maximum force is 5.37 eV/A. The expectation value of S² is 0.77. The energy above the lowest of the compared OMol25 structures with the same formula, charge and spin comes out at 353.5 kJ/mol. The spin multiplicity is 2.

Structure (XYZ):
```
14
C5H4HgO4 (wB97M-V/def2-TZVPD)
C -0.02 -1.91 -0.99
C 0.34 -3.10 -1.13
H 0.52 -4.15 -1.27
H -0.22 -0.58 -2.16
O -0.40 -0.18 0.05
C -0.28 0.81 -0.84
O 0.17 1.90 -0.51
O -0.32 0.43 -2.07
Hg 0.52 3.62 -1.29
C -0.09 0.33 2.57
C -1.01 0.25 1.68
O 1.20 0.54 2.57
H -1.89 0.86 1.51
H 1.49 1.17 1.89
```

---

Record 3
C5H11O2 | wB97M-V/def2-TZVPD

The net charge is -1. As for the LUMO energy: 3.59 eV. Its maximum force is 1.67 eV/A. The energy above the lowest of the compared OMol25 structures with the same formula, charge and spin comes out at 210.8 kJ/mol. The spin multiplicity is 1.

Structure (XYZ):
```
18
C5H11O2 (wB97M-V/def2-TZVPD)
C 0.84 1.05 -0.74
O 0.97 2.26 -0.10
C -0.29 0.20 -0.15
C -0.52 -1.09 -0.97
C -0.85 -2.33 -0.17
C -1.56 -3.35 -0.63
H 0.68 1.20 -1.82
H 1.78 0.45 -0.65
H -1.20 0.81 -0.28
H -0.21 0.04 0.92
H -1.28 -0.91 -1.73
H 0.40 -1.34 -1.50
H -0.39 -2.37 0.81
H -2.10 -3.29 -1.57
H -1.58 -4.30 -0.10
H 0.90 3.31 2.56
H 1.02 2.23 1.30
O 1.11 2.39 2.37
```

---

Record 4
C48H35N11OPtS | wB97M-V/def2-TZVPD

The net charge is +2. As for the LUMO energy (alpha / beta): -8.34 / -8.34 eV. Its maximum force is 0.30 eV/A. The energy above the lowest of the compared OMol25 structures with the same formula, charge and spin comes out at 0.0 kJ/mol. The spin multiplicity is 1.

Structure (XYZ):
```
97
C48H35N11OPtS (wB97M-V/def2-TZVPD)
Pt 0.58 2.02 -0.62
C 5.08 0.97 4.04
C 4.99 -0.35 3.62
C 4.10 -0.74 2.62
C 3.32 0.25 2.06
C 2.29 0.21 1.02
N 1.81 1.48 0.83
C 2.44 2.33 1.67
N 2.27 3.64 1.79
C 1.46 4.34 1.02
C 1.28 5.79 1.15
C 1.80 6.71 2.03
C 1.41 8.04 1.86
C 0.54 8.42 0.85
C 0.02 7.48 -0.05
C 0.40 6.17 0.13
C 0.07 4.95 -0.61
N -0.71 4.93 -1.68
C -1.00 3.84 -2.36
N -0.63 2.56 -2.08
C -1.13 1.72 -3.04
N -1.00 0.41 -3.11
C -0.30 -0.31 -2.24
N 0.48 0.14 -1.23
C 1.00 -0.92 -0.55
N 1.90 -0.89 0.42
C 0.53 -2.16 -1.18
C 0.75 -3.48 -0.88
C 0.11 -4.43 -1.69
C -0.69 -4.05 -2.75
C -0.90 -2.69 -3.05
C -0.28 -1.77 -2.25
C -1.88 2.52 -4.01
C -2.56 2.16 -5.15
C -3.17 3.19 -5.87
C -3.10 4.51 -5.44
C -2.41 4.86 -4.28
C -1.80 3.84 -3.58
N 0.71 3.90 -0.03
C 3.41 1.58 2.48
C 4.28 1.97 3.47
H 5.78 1.24 4.81
H 5.63 -1.09 4.09
H 4.02 -1.77 2.30
H 2.48 6.41 2.82
H 1.80 8.80 2.53
H 0.27 9.46 0.75
H -0.65 7.77 -0.85
H 1.38 -3.78 -0.05
H 0.24 -5.48 -1.48
H -1.17 -4.81 -3.35
H -1.53 -2.39 -3.88
H -2.61 1.13 -5.48
H -3.72 2.96 -6.78
H -3.59 5.28 -6.02
H -2.35 5.89 -3.94
H 4.34 3.00 3.79
C 4.25 -0.49 -2.91
C 3.26 -0.02 -3.77
C 2.74 1.24 -3.54
N 3.12 2.03 -2.54
C 4.09 1.58 -1.74
C 4.67 0.33 -1.88
H 4.69 -1.47 -3.06
H 2.91 -0.62 -4.60
H 1.97 1.64 -4.20
H 4.41 2.24 -0.95
H 5.46 0.02 -1.20
C -3.95 -3.59 6.13
C -2.96 -2.75 5.33
C -3.54 -2.39 3.97
N -2.60 -1.58 3.18
C -2.17 -1.77 1.95
S -1.33 -0.58 1.10
N -2.42 -2.98 1.32
C -2.03 -4.22 1.83
O -1.61 -4.34 2.96
C -2.15 -5.35 0.87
C -1.33 -6.46 1.09
C -1.38 -7.54 0.22
C -2.26 -7.52 -0.86
C -3.10 -6.43 -1.06
C -3.03 -5.34 -0.20
H -3.55 -3.83 7.11
H -4.16 -4.53 5.62
H -4.90 -3.06 6.27
H -2.03 -3.29 5.19
H -2.73 -1.82 5.87
H -4.45 -1.81 4.08
H -3.78 -3.29 3.40
H -2.33 -0.70 3.58
H -2.33 -2.89 0.31
H -0.67 -6.47 1.94
H -0.75 -8.40 0.38
H -2.32 -8.37 -1.53
H -3.80 -6.43 -1.88
H -3.71 -4.51 -0.35
```

---

Record 5
C3H11NOS2 | wB97M-V/def2-TZVPD

The SMILES is NCCCSS.O. The net charge is 0. As for the LUMO energy: 0.68 eV. Its maximum force is 1.16 eV/A. The energy above the lowest of the compared OMol25 structures with the same formula, charge and spin comes out at 27.3 kJ/mol. The spin multiplicity is 1.

Structure (XYZ):
```
18
C3H11NOS2 (wB97M-V/def2-TZVPD)
N 3.40 -1.12 0.22
C 2.19 -0.41 -0.17
C 1.11 -0.56 0.89
C -0.26 -0.16 0.40
S -0.22 1.53 -0.35
S -2.13 1.59 -1.15
H 4.20 -0.61 -0.14
H 3.53 -1.08 1.23
H 1.86 -0.79 -1.15
H 2.39 0.65 -0.33
H 1.47 0.16 1.63
H 1.11 -1.56 1.29
H -1.04 -0.10 1.15
H -0.61 -0.77 -0.42
H -2.66 2.40 -0.22
O -1.17 -2.97 1.20
H -1.43 -3.76 1.69
H -0.54 -3.27 0.53
```

---

Record 6
C22H23N2RuS3 | wB97M-V/def2-TZVPD

The net charge is 0. As for the LUMO energy (alpha / beta): -0.11 / -0.57 eV. Its maximum force is 1.06 eV/A. The expectation value of S² is 0.76. The energy above the lowest of the compared OMol25 structures with the same formula, charge and spin comes out at 41.5 kJ/mol. The spin multiplicity is 2.

Structure (XYZ):
```
51
C22H23N2RuS3 (wB97M-V/def2-TZVPD)
Ru -0.29 0.00 -0.61
C -0.84 -0.87 2.23
N 0.04 0.15 1.60
C 1.48 -0.12 1.93
C 2.34 -0.17 0.69
N 1.76 -1.11 -0.27
C 2.55 -1.18 -1.51
C 1.52 -2.44 0.26
C 2.45 -3.08 1.07
C 2.19 -4.34 1.59
C 0.98 -4.96 1.30
C 0.05 -4.33 0.49
C 0.31 -3.07 -0.05
S -0.81 -2.27 -1.13
C -0.42 1.49 1.96
C 0.07 2.17 3.07
C -0.38 3.45 3.36
C -1.33 4.05 2.55
C -1.86 3.35 1.48
C -1.44 2.05 1.20
S -2.24 1.13 -0.07
H -0.72 -0.84 3.31
H -0.59 -1.86 1.85
H -1.87 -0.64 1.97
H 1.53 -1.06 2.48
H 1.89 0.66 2.56
H 3.38 -0.41 0.95
H 2.34 0.81 0.21
H 3.55 -1.60 -1.31
H 2.66 -0.18 -1.92
H 2.03 -1.81 -2.22
H 3.39 -2.59 1.29
H 2.92 -4.82 2.22
H 0.76 -5.94 1.71
H -0.90 -4.80 0.26
H 0.79 1.71 3.73
H 0.02 3.97 4.22
H -1.67 5.06 2.76
H -2.62 3.79 0.85
S 0.86 1.85 -1.57
C 0.51 0.92 -2.99
C -0.73 0.28 -3.04
C -1.06 -0.57 -4.10
C -0.16 -0.75 -5.13
C 1.07 -0.09 -5.11
C 1.42 0.73 -4.05
H -1.49 0.51 -2.28
H -2.01 -1.08 -4.11
H -0.42 -1.39 -5.96
H 1.77 -0.22 -5.92
H 2.38 1.22 -4.01
```